Record 1
Computed, not measured: a molecular structure, C35H48F5N2P2Re, with ωB97M-V/def2-TZVPD.

Output
- maximum force (eV/A) = 3.2
- total charge = +1
- <S²> = 0.850
- molar mass (g/mol) = 839.9
- spin multiplicity = 2

Last column: Löwdin charge in e.
Cartesian coordinates (Å):
Re  -0.598  -0.141  0.413  1.39
C  -1.548  1.373  4.610  -0.09
C  -0.315  0.494  4.438  -0.47
C  0.964  1.323  4.545  -0.08
P  -0.368  -0.612  2.917  1.10
C  -1.604  -1.961  3.315  -0.51
C  -1.417  -2.718  4.623  -0.09
C  -3.014  -1.361  3.220  -0.11
C  1.368  -1.199  2.856  -0.33
C  1.989  -2.017  3.789  -0.07
C  3.288  -2.453  3.591  -0.05
C  3.964  -2.091  2.434  -0.04
C  3.385  -1.235  1.523  -0.02
C  2.100  -0.715  1.742  -0.32
N  1.504  0.206  0.902  -0.07
C  2.289  1.126  0.261  -0.32
C  3.596  1.455  0.675  -0.02
C  4.385  2.301  -0.073  -0.04
C  3.911  2.859  -1.252  -0.05
C  2.585  2.669  -1.600  -0.09
C  1.764  1.853  -0.840  -0.31
P  -0.040  1.921  -0.894  1.07
C  -0.312  3.387  0.247  -0.49
C  0.317  3.146  1.616  -0.13
C  0.229  4.697  -0.322  -0.08
C  -0.678  2.570  -2.516  -0.50
C  -2.104  3.084  -2.314  -0.09
C  -0.634  1.538  -3.634  -0.11
H  -1.409  2.007  5.484  0.09
H  -2.448  0.787  4.765  0.06
H  -1.706  2.014  3.747  0.07
H  -0.287  -0.256  5.243  0.11
H  0.929  2.204  3.913  0.06
H  1.850  0.742  4.292  0.07
H  1.073  1.663  5.573  0.09
H  -1.488  -2.668  2.483  0.09
H  -1.470  -2.060  5.487  0.08
H  -0.480  -3.269  4.645  0.06
H  -2.225  -3.443  4.715  0.09
H  -3.361  -1.047  4.200  0.07
H  -3.715  -2.102  2.845  0.09
H  -3.046  -0.504  2.549  0.05
H  1.458  -2.328  4.675  0.10
H  3.769  -3.086  4.320  0.11
H  4.957  -2.468  2.244  0.12
H  3.924  -0.973  0.626  0.11
H  3.966  1.076  1.618  0.12
H  5.384  2.528  0.263  0.12
H  4.548  3.494  -1.846  0.11
H  2.187  3.166  -2.470  0.11
H  -1.400  3.445  0.372  0.11
H  1.403  3.195  1.569  0.09
H  0.020  2.176  2.001  0.01
H  -0.034  3.907  2.310  0.10
H  1.274  4.594  -0.612  0.07
H  0.180  5.454  0.459  0.09
H  -0.343  5.064  -1.168  0.07
H  -0.020  3.407  -2.778  0.11
H  -2.728  2.332  -1.845  0.06
H  -2.543  3.335  -3.277  0.10
H  -2.133  3.977  -1.696  0.07
H  -1.246  0.674  -3.387  0.06
H  0.385  1.223  -3.845  0.07
H  -1.036  1.979  -4.543  0.09
F  -1.844  1.257  1.230  -0.50
C  -2.282  -0.918  -0.301  -0.21
F  -2.431  -2.239  -0.506  0.05
C  -3.556  -0.279  -0.828  -0.63
F  -3.814  0.929  -0.330  0.13
F  -4.638  -1.031  -0.618  0.17
F  -3.460  -0.118  -2.173  0.13
C  2.445  -3.004  -3.820  -0.09
N  2.031  -1.765  -3.220  -0.26
C  2.950  -1.170  -2.293  -0.07
C  0.643  -1.618  -2.871  -0.17
C  0.263  -2.521  -1.705  -0.24
C  0.068  -3.867  -1.995  -0.05
C  -0.017  -4.808  -0.986  -0.06
C  0.183  -4.403  0.318  -0.07
C  0.325  -3.057  0.604  -0.14
C  0.262  -2.068  -0.385  -0.21
H  3.440  -2.873  -4.248  0.09
H  1.754  -3.271  -4.617  0.09
H  2.490  -3.837  -3.103  0.08
H  3.968  -1.482  -2.517  0.09
H  2.707  -1.453  -1.260  0.07
H  2.890  -0.083  -2.371  0.07
H  0.041  -1.872  -3.745  0.13
H  0.468  -0.580  -2.581  0.07
H  -0.026  -4.179  -3.023  0.12
H  -0.189  -5.846  -1.224  0.11
H  0.193  -5.116  1.128  0.11
H  0.490  -2.790  1.636  0.05

Record 2
Computed, not measured: a gas-phase ion, C8H16BrNP (charge +1), with ωB97M-V/def2-TZVPD.

Output
- maximum force (eV/A) = 1.7
- total charge = +1
- molar mass (g/mol) = 237.1

Last column: Löwdin charge in e.
Cartesian coordinates (Å):
C  -2.998  1.913  1.767  0.15
C  -1.859  1.642  1.512  -0.21
P  -0.377  0.920  0.903  0.94
C  -0.013  1.387  -0.810  -0.32
C  -1.009  0.861  -1.906  -0.77
C  -2.043  -0.171  -1.446  -0.15
Br  -1.832  2.391  -2.795  0.74
N  -0.414  -0.735  1.209  -0.15
C  0.522  -1.549  0.370  -0.25
C  1.967  -1.637  0.933  -0.22
C  2.989  -0.701  0.222  -0.09
H  -3.932  2.063  2.261  0.07
H  0.645  1.483  1.697  0.07
H  0.984  0.991  -1.036  0.08
H  0.078  2.473  -0.907  0.08
H  -0.393  0.367  -2.659  0.09
H  -2.763  -0.280  -2.263  0.08
H  -2.625  0.125  -0.570  0.06
H  -1.615  -1.168  -1.318  0.08
H  -0.050  -0.827  2.158  0.10
H  0.527  -1.274  -0.685  0.09
H  0.134  -2.572  0.404  0.12
H  1.988  -1.533  2.023  0.11
H  2.293  -2.660  0.717  0.11
H  3.921  -1.261  0.119  0.08
H  2.672  -0.397  -0.776  0.06
H  3.205  0.150  0.877  0.07

Record 3
Computed, not measured: 8 unconnected molecules or ions with the total composition C53H92N3O23PS, with ωB97M-V/def2-TZVPD.

Output
- maximum force (eV/A) = 1.6
- molar mass (g/mol) = 1202.4
- ΔE to the lowest compared entry with this formula, charge and spin (kcal/mol) = 0.0

Last column: Löwdin charge in e.
Cartesian coordinates (Å):
C  2.995  -2.540  -3.319  -0.08
C  3.607  -2.280  -4.700  -0.23
C  2.517  -2.169  -5.786  -0.18
C  1.777  -0.835  -5.621  -0.19
N  0.300  -0.960  -5.735  0.04
C  -0.457  -0.514  -4.637  -0.14
C  -0.702  0.846  -4.385  -0.08
C  -0.074  1.877  -5.311  -0.09
C  0.899  2.838  -4.574  -0.18
C  2.385  2.547  -4.825  -0.17
C  3.233  3.136  -3.687  -0.14
N  3.304  2.273  -2.523  -0.11
C  4.162  2.479  -1.483  -0.11
C  3.976  1.516  -0.531  -0.08
C  2.941  0.675  -1.007  -0.08
C  2.554  1.167  -2.219  -0.11
C  -1.526  1.233  -3.314  -0.12
C  -1.900  2.679  -3.116  -0.11
C  -2.741  3.194  -4.332  -0.18
C  -4.130  3.733  -3.962  -0.21
S  -5.371  2.516  -4.401  0.59
O  -4.821  1.189  -4.401  -0.28
O  -5.931  2.925  -5.658  -0.28
O  -6.500  2.579  -3.300  -0.15
C  -2.066  0.280  -2.421  -0.09
P  -3.074  0.726  -0.990  0.47
O  -2.261  1.385  0.049  -0.26
O  -3.833  -0.566  -0.484  -0.10
O  -4.280  1.696  -1.418  -0.14
C  -1.783  -1.054  -2.670  -0.06
C  -1.017  -1.440  -3.766  -0.02
C  -0.967  -2.940  -3.767  -0.32
O  -0.117  -3.687  -4.159  0.16
N  -2.160  -3.342  -3.031  0.06
C  -3.394  -3.171  -3.787  -0.19
O  -4.042  -4.415  -3.926  -0.14
C  -5.449  -4.289  -3.894  -0.11
C  -2.117  -2.353  -1.956  -0.32
O  -2.214  -2.609  -0.793  0.16
H  3.532  -2.000  -2.541  0.07
H  1.970  -2.156  -3.292  0.05
H  2.929  -3.602  -3.091  0.07
H  4.102  -1.304  -4.667  0.10
H  4.342  -3.038  -4.964  0.10
H  1.814  -2.988  -5.623  0.09
H  2.963  -2.253  -6.776  0.11
H  2.018  -0.422  -4.644  0.08
H  2.105  -0.154  -6.408  0.11
H  0.065  -1.926  -5.918  0.11
H  -0.901  2.446  -5.730  0.10
H  0.421  1.354  -6.124  0.10
H  0.754  2.739  -3.501  0.09
H  0.700  3.856  -4.910  0.12
H  2.730  3.012  -5.748  0.12
H  2.582  1.479  -4.829  0.08
H  4.227  3.429  -4.017  0.12
H  2.729  4.061  -3.375  0.12
H  4.873  3.286  -1.405  0.11
H  4.542  1.451  0.382  0.08
H  2.542  -0.190  -0.506  0.09
H  1.766  0.769  -2.835  0.10
H  -2.502  2.803  -2.229  0.07
H  -1.045  3.340  -3.014  0.11
H  -2.187  3.978  -4.845  0.11
H  -2.886  2.370  -5.027  0.10
H  -4.179  3.986  -2.904  0.10
H  -4.357  4.637  -4.516  0.10
H  -6.162  3.059  -2.533  0.07
H  -3.272  -1.024  0.160  0.08
H  -4.276  2.379  -0.731  0.10
H  -3.200  -2.773  -4.792  0.15
H  -4.077  -2.478  -3.282  0.14
H  -5.833  -3.727  -4.751  0.09
H  -5.790  -3.841  -2.956  0.09
H  -5.857  -5.296  -3.947  0.09
C  1.570  -6.551  -0.641  -0.06
C  2.752  -7.114  -1.403  -0.24
O  3.828  -6.178  -1.490  -0.01
C  4.763  -6.011  -0.534  -0.53
C  4.545  -6.620  0.830  0.01
O  5.712  -5.319  -0.775  0.11
H  1.829  -6.329  0.395  0.07
H  0.742  -7.262  -0.644  0.08
H  1.235  -5.622  -1.101  0.08
H  3.100  -8.062  -0.987  0.11
H  2.465  -7.308  -2.435  0.12
H  4.073  -5.876  1.470  0.10
H  5.518  -6.870  1.245  0.09
H  3.945  -7.528  0.830  0.07
C  7.880  0.406  3.359  -0.06
C  6.471  0.739  3.803  -0.24
O  5.516  0.501  2.766  -0.01
C  4.959  -0.719  2.560  -0.51
C  5.516  -1.911  3.297  0.01
O  4.075  -0.803  1.753  0.11
H  7.981  -0.651  3.115  0.07
H  8.594  0.650  4.146  0.08
H  8.133  0.973  2.463  0.08
H  6.192  0.212  4.716  0.08
H  6.404  1.805  4.024  0.12
H  6.265  -2.398  2.674  0.10
H  4.710  -2.615  3.483  0.09
H  5.957  -1.669  4.260  0.06
C  9.669  -3.818  6.228  -0.06
C  8.234  -3.481  6.580  -0.23
O  7.333  -3.799  5.514  -0.01
C  6.800  -5.023  5.331  -0.52
C  7.361  -6.197  6.092  0.02
O  5.930  -5.138  4.510  0.09
H  9.802  -4.887  6.062  0.07
H  10.338  -3.509  7.032  0.08
H  9.961  -3.305  5.311  0.08
H  7.915  -3.956  7.508  0.12
H  8.128  -2.407  6.723  0.11
H  8.117  -6.682  5.476  0.10
H  6.553  -6.899  6.280  0.08
H  7.789  -5.943  7.056  0.06
C  3.197  -8.606  9.275  -0.06
C  4.421  -9.177  8.590  -0.23
O  5.475  -8.214  8.485  -0.01
C  6.368  -7.985  9.467  -0.52
C  6.127  -8.558  10.844  0.01
O  7.305  -7.273  9.232  0.10
H  3.411  -8.317  10.304  0.07
H  2.391  -9.341  9.285  0.08
H  2.854  -7.716  8.749  0.08
H  4.779  -10.087  9.072  0.11
H  4.181  -9.440  7.562  0.12
H  5.612  -7.809  11.446  0.10
H  7.093  -8.767  11.294  0.09
H  5.551  -9.480  10.851  0.07
C  3.186  1.944  9.511  -0.06
C  4.313  2.381  8.599  -0.24
O  5.300  1.358  8.435  0.00
C  5.196  0.377  7.521  -0.53
C  3.876  0.160  6.815  0.03
O  6.131  -0.352  7.328  0.10
H  2.639  1.097  9.096  0.07
H  2.484  2.763  9.666  0.08
H  3.584  1.634  10.477  0.08
H  3.951  2.725  7.630  0.11
H  4.850  3.215  9.048  0.12
H  3.306  -0.596  7.353  0.10
H  4.078  -0.202  5.809  0.08
H  3.272  1.058  6.711  0.07
C  -10.462  7.575  -3.587  -0.07
C  -9.121  7.780  -4.256  -0.22
O  -8.066  7.036  -3.625  0.01
C  -7.801  5.758  -3.921  -0.51
C  -8.772  4.952  -4.748  0.03
O  -6.808  5.250  -3.464  0.08
H  -10.779  6.533  -3.652  0.07
H  -11.217  8.193  -4.055  0.06
H  -10.403  7.833  -2.531  0.09
H  -9.154  7.557  -5.324  0.11
H  -8.816  8.821  -4.163  0.12
H  -9.440  4.418  -4.073  0.10
H  -8.197  4.228  -5.322  0.08
H  -9.362  5.543  -5.443  0.07
C  -14.745  12.518  -4.667  -0.06
C  -15.014  11.039  -4.848  -0.24
O  -13.908  10.235  -4.423  0.00
C  -13.726  9.852  -3.145  -0.51
C  -14.548  10.488  -2.049  0.02
O  -12.861  9.054  -2.906  0.09
H  -14.603  12.776  -3.617  0.07
H  -15.576  13.106  -5.056  0.08
H  -13.836  12.802  -5.198  0.08
H  -15.932  10.723  -4.352  0.11
H  -15.133  10.811  -5.906  0.12
H  -13.989  11.329  -1.639  0.10
H  -14.693  9.748  -1.267  0.09
H  -15.529  10.831  -2.367  0.07

Record 4
Computed, not measured: a molecular structure, C41H38CdN12O5S2, with ωB97M-V/def2-TZVPD.

Output
- maximum force (eV/A) = 3.0
- total charge = -2
- molar mass (g/mol) = 955.4
- ΔE to the lowest compared entry with this formula, charge and spin (kcal/mol) = 81.2

Last column: Löwdin charge in e.
Cartesian coordinates (Å):
Cd  0.004  -2.073  1.435  1.32
N  -1.317  -2.596  3.390  -0.07
C  -2.411  -3.528  3.132  -0.20
C  -2.674  -3.787  1.623  -0.71
O  -3.751  -4.360  1.390  -0.06
O  -1.800  -3.423  0.790  -0.16
H  -0.676  -2.876  4.125  0.04
H  -1.612  -1.677  3.697  0.05
H  -3.356  -3.176  3.554  0.10
H  -2.185  -4.497  3.578  0.11
S  2.288  -3.870  1.284  0.56
C  3.520  -2.770  1.685  -0.74
N  4.660  -2.640  0.917  -0.13
C  5.553  -1.523  1.132  -0.15
C  5.706  -1.234  2.611  -0.18
N  4.426  -1.027  3.197  -0.16
C  4.272  -0.041  4.224  -0.18
C  4.171  1.364  3.668  -0.19
C  5.184  2.299  3.827  -0.07
C  5.074  3.572  3.272  -0.12
C  3.938  3.913  2.556  -0.13
C  2.917  2.978  2.399  -0.09
C  3.023  1.708  2.944  -0.01
C  3.367  -1.918  2.815  -0.69
S  1.914  -1.995  3.597  0.71
C  4.853  -3.368  -0.318  -0.16
C  4.720  -2.470  -1.528  -0.20
C  3.494  -1.857  -1.787  -0.02
C  3.353  -1.024  -2.884  -0.07
C  4.426  -0.787  -3.736  -0.12
C  5.647  -1.393  -3.484  -0.12
C  5.788  -2.230  -2.382  -0.06
H  5.170  -0.625  0.629  0.13
H  6.527  -1.766  0.694  0.12
H  6.326  -0.341  2.738  0.11
H  6.235  -2.083  3.090  0.12
H  5.108  -0.101  4.940  0.11
H  3.358  -0.275  4.771  0.08
H  6.074  2.030  4.388  0.10
H  5.874  4.292  3.400  0.08
H  3.845  4.902  2.122  0.09
H  2.025  3.246  1.843  0.09
H  2.222  0.970  2.817  0.07
H  4.111  -4.165  -0.355  0.07
H  5.851  -3.829  -0.317  0.11
H  2.652  -2.050  -1.129  0.09
H  2.391  -0.563  -3.077  0.09
H  4.309  -0.135  -4.595  0.09
H  6.490  -1.217  -4.143  0.08
H  6.744  -2.705  -2.184  0.10
C  -0.955  0.012  -4.554  -0.10
N  -1.049  -0.701  -3.313  -0.16
C  -0.712  -0.320  -2.064  -0.19
N  -1.001  -1.259  -1.207  0.04
C  -1.525  -2.244  -1.985  -0.23
N  -1.586  -1.949  -3.267  0.12
C  -2.277  0.605  -4.995  -0.18
C  -2.639  0.609  -6.334  -0.03
C  -3.845  1.165  -6.743  -0.08
C  -4.705  1.722  -5.815  -0.03
C  -4.344  1.726  -4.469  -0.14
C  -3.132  1.181  -4.065  0.05
C  -5.267  2.290  -3.488  -0.29
N  -6.414  2.845  -3.688  0.11
N  -6.910  3.185  -2.437  0.11
C  -6.023  2.812  -1.580  -0.29
O  -4.949  2.239  -2.172  0.14
C  -6.069  2.918  -0.123  -0.13
C  -7.268  3.276  0.486  -0.03
C  -7.325  3.373  1.865  -0.07
C  -6.197  3.113  2.630  -0.04
C  -4.998  2.751  2.027  -0.18
C  -3.774  2.527  2.889  -0.09
N  -2.704  1.830  2.226  -0.16
C  -2.606  0.527  1.891  -0.15
N  -1.442  0.288  1.347  0.04
C  -0.833  1.497  1.368  -0.23
N  -1.556  2.467  1.886  0.11
C  -4.936  2.662  0.644  0.05
H  -0.589  -0.676  -5.316  0.13
H  -0.210  0.801  -4.427  0.13
H  -0.273  0.642  -1.841  0.12
H  -1.855  -3.181  -1.570  0.10
H  -1.977  0.158  -7.065  0.11
H  -4.120  1.150  -7.790  0.10
H  -5.655  2.144  -6.113  0.11
H  -2.861  1.179  -3.016  0.12
H  -8.138  3.471  -0.126  0.11
H  -8.253  3.651  2.348  0.10
H  -6.249  3.194  3.710  0.11
H  -4.051  1.977  3.791  0.13
H  -3.366  3.489  3.199  0.13
H  -3.390  -0.194  2.069  0.14
H  0.173  1.648  1.012  0.10
H  -4.001  2.406  0.162  0.13
O  1.490  -4.519  -2.660  -0.07
C  1.068  -3.904  -1.698  -0.65
N  0.659  -3.313  -0.761  -0.10
O  0.814  -0.552  2.777  -0.84

no.,DFT total energy (eV)
1,-74342.12999
2,-89368.03261
3,-128141.27377
4,-97487.44662